# 1
Here is 4 unconnected molecules or ions with the total composition C41H72ClF3N3O11S3 at a distorted geometry from the OMol25 dataset. Energies are from wB97M-V/def2-TZVPD.

```
134
Properties=species:S:1:pos:R:3:forces:R:3
C 0.3355 5.4233 -0.9177 -0.3 0.6 -0.3
C -0.5265 4.8938 -0.2391 0.9 -0.8 1.5
C -1.2934 4.0990 0.8693 -0.4 0.3 -1.9
C -1.7575 2.6898 0.2572 0.6 -0.3 0.4
C -0.5299 1.6625 0.3818 -0.4 0.4 0.5
C -0.8461 0.2590 -0.2835 0.1 1.3 1.0
N -1.1398 0.4625 -1.7507 1.4 -0.5 0.2
C -2.3185 -0.4178 -2.1127 -0.9 0.6 -0.6
C -2.5477 -0.5658 -3.6753 -0.9 -0.8 -0.3
C -2.7887 -2.0794 -4.1583 0.7 0.8 -0.8
C 0.1282 0.0053 -2.3595 -3.5 -0.8 1.5
N 0.7473 0.6436 -3.2987 -0.5 -1.8 1.0
C 0.1000 1.9142 -3.7746 0.6 2.3 0.2
C 0.8775 2.6722 -4.9234 -0.8 0.4 -0.3
C 0.1929 2.2819 -6.3123 0.1 0.2 1.7
S 1.2144 2.6127 -7.7970 -1.8 -0.2 -4.6
O 0.5208 3.5758 -8.6665 1.1 -0.7 2.4
O 1.4104 1.3466 -8.5238 0.8 1.5 2.3
O 2.6233 3.3039 -7.2912 -1.2 -1.2 -0.2
C 2.0477 0.0992 -3.7799 1.7 0.7 -1.4
C 2.0607 -0.3987 -5.2856 0.8 -0.6 -0.7
C 3.3673 -1.2954 -5.4642 1.3 -0.2 -0.1
C 4.6670 -0.5802 -5.1938 -0.1 -3.1 -1.0
C 5.9560 -1.3110 -5.3690 -3.0 -0.7 -0.3
C 5.9114 -2.7302 -5.7968 -1.9 1.2 0.3
C 4.6107 -3.4350 -6.0493 0.5 2.7 0.8
C 3.3033 -2.7098 -5.8970 3.2 0.9 0.6
N 0.4321 -1.1885 -1.6087 0.6 -1.1 -0.8
S 0.7406 -2.6627 -2.3115 4.7 0.3 -5.2
O 0.4738 -2.5497 -3.7589 -1.3 0.5 2.7
O 2.1514 -3.0170 -2.1570 -2.3 0.1 1.7
C -0.2645 -4.1182 -1.7249 -1.3 -3.7 0.3
F 0.4188 -4.8503 -0.7715 -1.5 2.1 -1.4
F -0.3617 -4.9685 -2.8183 0.4 2.0 1.8
F -1.5551 -3.8315 -1.3528 2.3 -0.2 -0.2
C 0.2772 -0.9410 -0.1687 -1.1 2.4 1.9
C 1.6613 -0.3781 0.3916 0.5 -0.2 -0.5
C 2.7326 -1.5208 0.6055 0.2 -0.5 0.1
O 2.8112 -2.2054 1.6071 -0.4 1.1 -1.1
C -0.3657 -1.9896 0.8226 1.3 -0.5 0.6
C -0.3537 -1.4576 2.3412 0.6 -1.1 0.0
C -1.0167 -2.6109 3.2399 -0.3 0.5 -0.6
C -0.4252 -2.6841 4.7096 -1.7 -0.2 -0.3
S -0.1135 -4.4861 5.0733 4.5 -1.8 1.0
O 0.8234 -5.0450 4.0831 -2.3 1.4 0.5
O 0.4073 -4.6740 6.4314 -2.0 1.0 -1.6
Cl -1.8796 -5.5959 4.8667 0.5 1.1 0.0
H 1.0169 6.0619 -1.5291 -1.1 -1.1 0.9
H -0.6560 3.9153 1.7896 -0.7 0.5 -1.2
H -2.2090 4.7215 1.1207 1.1 -0.8 -0.1
H -2.6447 2.3208 0.8517 1.0 0.2 -0.6
H -2.0724 2.7666 -0.8216 0.3 0.2 1.1
H 0.3894 2.1838 -0.0178 -0.8 -0.7 0.2
H -0.3581 1.5372 1.4989 0.0 0.0 -1.3
H -1.7548 -0.1051 0.2831 0.8 0.3 -1.1
H -3.2174 0.1432 -1.6970 1.2 -0.7 -0.3
H -2.2795 -1.3930 -1.5455 0.2 0.7 -0.9
H -3.4769 0.0233 -3.9628 1.3 -0.6 0.4
H -1.7138 -0.1666 -4.3183 -0.6 -0.3 1.0
H -2.4272 -2.1126 -5.2372 -0.5 -0.1 1.3
H -3.8719 -2.3743 -4.1796 1.1 0.2 0.4
H -2.1207 -2.7817 -3.5923 -1.0 0.6 -0.5
H -0.9751 1.7985 -4.0752 1.2 -0.4 0.4
H 0.0972 2.6085 -2.8712 -0.1 -1.0 -1.0
H 1.9952 2.5675 -4.9041 -1.2 -0.1 0.0
H 0.6662 3.7801 -4.7733 0.4 -1.4 0.0
H -0.7642 2.8916 -6.3737 1.3 -0.7 -0.4
H -0.1028 1.1884 -6.2773 0.7 1.2 -0.6
H 3.2377 3.2192 -8.0554 -0.3 0.0 0.4
H 2.4804 -0.7211 -3.1447 -1.0 0.8 -0.3
H 2.7896 0.9608 -3.7216 -1.0 -1.0 0.1
H 2.1916 0.4428 -6.0400 -0.3 -0.8 1.2
H 1.1360 -0.9752 -5.5892 1.0 0.6 0.6
H 4.6460 0.5057 -4.8838 0.1 -1.4 -0.5
H 6.9021 -0.7418 -5.1727 -1.0 -0.9 -0.3
H 6.9030 -3.2530 -5.9390 -1.5 0.5 0.2
H 4.6863 -4.5110 -6.3543 -0.4 1.3 0.3
H 2.3409 -3.2547 -6.1060 1.1 0.9 0.3
H 2.0702 0.3290 -0.4046 -0.4 -0.8 1.1
H 1.5603 0.1814 1.3617 -0.1 -0.6 -1.0
H 3.4556 -1.7221 -0.2492 -0.7 0.4 0.7
H 0.3264 -2.8961 0.8428 -1.2 0.8 0.0
H -1.4382 -2.2627 0.6091 1.3 0.2 -0.3
H 0.7149 -1.3645 2.7191 -1.3 0.1 -0.8
H -0.8888 -0.4711 2.4260 0.5 -1.0 0.1
H -2.1346 -2.4223 3.2294 1.3 -0.4 0.4
H -0.8569 -3.6201 2.7385 -0.1 1.3 0.5
H -1.1838 -2.3397 5.4770 1.0 -0.4 -0.8
H 0.5490 -2.1381 4.8526 -0.8 -1.0 -0.1
C 3.4544 4.4018 4.2509 0.1 -0.2 0.1
C 2.0529 3.8726 4.0033 0.0 0.3 0.0
O 1.9903 2.4823 3.7457 -0.1 -0.4 -0.3
C 2.4519 1.6216 4.7788 0.0 0.0 0.2
C 1.6728 1.7540 6.0755 0.0 0.2 0.0
H 4.1207 4.1248 3.4307 -0.1 0.1 0.0
H 3.4399 5.4892 4.3438 0.0 -0.1 0.0
H 3.8818 3.9944 5.1698 0.0 0.1 0.0
H 1.6485 4.3578 3.1113 0.0 -0.1 0.0
H 1.3867 4.1331 4.8319 0.0 0.0 0.1
H 3.5235 1.7715 4.9471 0.0 0.0 0.1
H 2.3383 0.6013 4.4021 0.0 0.1 -0.2
H 1.8089 2.7378 6.5294 0.0 -0.1 0.0
H 2.0049 1.0051 6.7971 0.0 0.0 -0.1
H 0.6027 1.6208 5.8965 0.1 0.0 0.0
C -0.6398 -7.3336 11.3657 0.2 0.0 -0.1
C -1.9672 -7.4707 10.6400 0.1 0.0 0.1
O -2.1083 -6.5846 9.5404 -0.2 0.1 0.0
C -1.1652 -6.7302 8.4883 0.0 0.0 0.0
C -1.1987 -8.0968 7.8270 0.0 -0.2 0.1
H -0.4715 -6.2970 11.6666 -0.1 -0.1 0.0
H -0.6242 -7.9675 12.2546 0.0 0.0 0.0
H 0.1985 -7.6291 10.7307 0.0 -0.1 0.1
H -2.7740 -7.2264 11.3344 0.0 0.1 -0.2
H -2.1353 -8.5041 10.3200 0.1 0.0 0.0
H -0.1579 -6.4899 8.8451 0.0 -0.1 0.0
H -1.4161 -5.9727 7.7427 -0.1 0.0 0.3
H -0.8878 -8.8861 8.5153 0.1 0.0 -0.1
H -0.5263 -8.1206 6.9668 0.0 0.0 0.0
H -2.2107 -8.3359 7.4901 0.0 0.1 0.0
C -5.0268 7.2771 -1.2610 -0.1 0.0 -0.2
C -3.6929 6.7709 -1.7822 -0.1 0.0 0.1
O -3.8158 5.7559 -2.7690 0.1 -0.3 0.0
C -4.4969 6.1173 -3.9624 0.0 0.1 -0.1
C -3.8322 7.2502 -4.7243 0.1 0.1 0.1
H -5.6402 6.4469 -0.9031 0.1 0.0 0.0
H -4.8730 7.9827 -0.4422 0.0 0.0 0.0
H -5.5950 7.7897 -2.0402 0.0 0.1 0.1
H -3.1382 6.3256 -0.9529 0.1 -0.1 -0.2
H -3.0790 7.5950 -2.1586 0.0 0.1 0.0
H -5.5447 6.3515 -3.7455 0.0 0.1 0.0
H -4.5047 5.2250 -4.5933 0.1 -0.1 0.2
H -3.8597 8.1858 -4.1614 -0.1 0.0 -0.1
H -4.3401 7.4186 -5.6758 0.0 0.0 0.0
H -2.7829 7.0172 -4.9215 -0.1 0.0 0.0
```
Forces are in eV/Å.

Calculated values
* E_HOMO: -10.506 eV
* E_LUMO: -0.1575 Eh
* DFT total energy: -123840.2027 eV
* net charge: +1

# 2
Here is 10 unconnected molecules or ions with the total composition C41H78F30N10O23S10 at a distorted geometry from the OMol25 dataset. Energies are from wB97M-V/def2-TZVPD.

```
192
Properties=species:S:1:pos:R:3:forces:R:3
C -8.4400 2.9455 3.0056 0.5 1.7 -0.7
N -8.5900 4.2410 2.1610 -0.5 1.3 0.2
C -9.7537 5.1469 2.6707 0.7 -0.8 -0.2
C -7.3414 5.1511 2.3548 0.3 -1.1 -0.4
C -8.9645 3.9444 0.6745 1.0 -1.3 1.6
C -8.0569 2.9426 -0.0271 1.2 1.0 -2.4
O -6.6308 3.2234 0.0032 -1.2 -0.5 1.4
H -8.2428 3.3575 3.9952 0.1 -0.6 0.1
H -7.5822 2.4318 2.5716 0.0 0.0 0.3
H -9.3135 2.2934 3.0045 -0.2 0.4 -0.3
H -10.6317 4.5328 2.8710 0.1 0.0 0.0
H -9.9727 5.8765 1.8911 0.1 -0.1 0.1
H -9.4134 5.6819 3.5573 -0.1 -0.3 0.0
H -6.4142 4.6245 2.1289 -0.3 -0.3 -0.5
H -7.2107 5.4279 3.4009 -0.7 0.1 0.0
H -7.4230 6.0189 1.7002 -0.2 -0.1 0.1
H -9.0945 4.8830 0.1358 0.0 -0.1 0.3
H -9.8551 3.3406 0.8485 -0.6 0.7 -0.5
H -8.2318 3.0510 -1.0975 -1.0 0.3 -0.1
H -8.4228 1.9210 0.0757 0.9 -0.3 1.1
H -6.3199 3.3075 -0.9012 0.1 0.0 -0.1
C -8.2441 -2.6365 6.5267 0.3 -1.2 1.1
N -7.5351 -3.8611 7.1926 0.9 2.1 0.9
C -6.1537 -4.0112 6.5348 -0.4 -1.7 -0.8
C -7.1764 -3.4448 8.6405 -0.2 -0.4 -0.9
C -8.3595 -5.1465 7.2407 0.3 -0.3 -0.8
C -9.8046 -5.0017 7.7293 0.7 0.9 0.6
O -10.6948 -4.5645 6.7448 -0.1 0.3 -0.5
H -8.8968 -2.2266 7.2975 0.1 0.1 -0.2
H -8.8782 -2.9431 5.6948 0.5 0.0 -0.1
H -7.4171 -1.9625 6.3034 -0.4 0.1 -0.2
H -6.3087 -4.1180 5.4612 0.0 -0.1 0.0
H -5.6811 -4.9213 6.9043 -0.3 -0.2 0.0
H -5.3734 -3.2660 6.6893 -0.9 0.8 0.5
H -8.0767 -3.1852 9.1974 0.1 -0.4 0.0
H -6.5221 -2.5731 8.6325 0.0 -0.1 -0.2
H -6.6303 -4.3210 8.9899 -0.2 0.3 0.6
H -7.7854 -5.8993 7.7810 0.0 0.3 0.4
H -8.3650 -5.5513 6.2287 0.0 0.2 -0.3
H -9.8195 -4.2093 8.4776 -0.1 0.0 0.3
H -10.1724 -5.8848 8.2519 0.3 -0.4 -0.3
H -10.4400 -4.9177 5.8893 -0.2 -0.3 -0.1
C 1.5233 -0.0842 1.0886 -1.0 1.4 -1.4
N 0.2490 -0.1453 0.2004 -0.8 -0.1 -1.1
C 0.4712 0.2289 -1.2955 2.0 -0.8 0.7
C -0.1567 -1.6218 0.1750 0.3 1.0 0.8
C -0.9554 0.7570 0.6178 1.5 -0.5 0.1
C -1.2506 0.8489 2.0884 -0.7 -0.9 1.4
O -1.5340 -0.3884 2.7391 0.0 -0.7 -0.6
H 1.7974 0.9649 1.2004 0.0 0.0 -0.1
H 2.2928 -0.5728 0.4909 0.0 -0.3 0.6
H 1.2837 -0.4609 2.0830 0.1 -0.5 -0.4
H 0.9843 1.1891 -1.3497 -0.2 -0.1 0.0
H -0.3199 0.1335 -2.0393 -1.0 0.4 1.1
H 1.1086 -0.5718 -1.6705 0.7 0.3 0.2
H 0.7065 -2.2292 -0.0973 0.0 0.2 -0.3
H -0.9661 -1.7091 -0.5498 -0.1 -0.3 0.4
H -0.3712 -1.8372 1.2217 -0.7 -0.4 -0.3
H -1.7101 0.3972 -0.0816 -0.5 0.2 0.6
H -0.6974 1.7881 0.3765 0.2 -0.1 -0.5
H -2.1504 1.4435 2.2464 0.1 0.6 -0.5
H -0.4516 1.2624 2.7038 0.3 0.7 -0.8
H -1.4595 -0.2097 3.6794 -0.1 -0.2 0.2
C 3.0680 5.0482 -7.6466 -0.9 0.9 0.1
C 3.5158 6.5398 -7.5809 0.7 -0.6 -0.7
C 3.3057 7.2609 -8.9512 0.6 0.7 1.5
N 3.7507 8.8058 -8.9163 -1.7 0.4 -1.1
C 2.9327 9.6055 -7.8433 1.9 -1.6 -0.8
C 5.2685 8.9451 -8.7288 -1.3 -0.3 0.1
C 5.6354 10.2864 -9.3281 -0.7 0.2 0.1
C 4.7426 10.3517 -10.5676 0.8 0.6 -1.1
C 3.4964 9.5284 -10.2972 0.9 -1.7 -0.6
H 3.4144 4.4410 -8.4830 0.5 0.4 -0.1
H 1.9827 5.0471 -7.7468 -0.1 -0.3 0.3
H 3.3675 4.5574 -6.7205 -0.2 0.0 -0.1
H 4.5692 6.4716 -7.3092 0.3 0.5 -0.3
H 3.0580 7.0531 -6.7353 -0.4 -0.1 -0.2
H 2.2573 7.1933 -9.2420 0.0 0.4 0.0
H 3.9145 6.7452 -9.6937 0.1 0.4 -0.2
H 3.3752 9.2612 -6.9086 -0.5 0.3 0.2
H 1.8978 9.2858 -7.9656 0.1 0.5 0.1
H 3.1776 10.6542 -8.0116 -0.5 -0.1 0.1
H 5.4163 8.7761 -7.6621 0.5 0.1 -0.2
H 5.6923 8.1524 -9.3454 0.1 -0.1 0.3
H 5.3322 11.1136 -8.6864 0.5 -0.1 0.3
H 6.6979 10.3268 -9.5680 -0.1 0.2 0.2
H 4.5497 11.3514 -10.9567 -0.4 0.3 0.8
H 5.2956 10.0033 -11.4399 0.0 -0.8 0.1
H 2.5679 10.0607 -10.5035 -0.2 -0.1 1.3
H 3.4857 8.7262 -11.0351 -0.1 -0.2 0.1
C 4.3279 -7.5028 -3.5824 0.8 0.1 0.3
C 5.3283 -8.5322 -2.9640 -0.5 0.9 0.2
C 5.9721 -7.9636 -1.6586 0.6 -1.8 -0.5
N 6.8602 -9.0531 -0.9341 0.1 -0.9 0.2
C 5.9588 -10.1735 -0.2970 1.7 1.4 -0.4
C 7.7797 -8.3786 0.1077 -1.4 -0.1 1.4
C 9.2353 -8.8486 -0.0765 -1.0 0.6 0.1
C 9.1404 -10.0600 -0.9923 -0.3 0.4 0.0
C 7.9227 -9.7323 -1.8505 -0.7 0.9 -0.6
H 3.6029 -7.9271 -4.2770 0.3 -0.3 0.0
H 4.9710 -6.8016 -4.1142 -0.4 0.3 -0.1
H 3.7350 -6.9613 -2.8452 0.2 -0.1 0.2
H 6.1035 -8.6919 -3.7135 0.1 -0.2 0.1
H 4.7901 -9.4706 -2.8307 0.2 0.0 0.4
H 5.2248 -7.6169 -0.9448 0.1 -0.2 0.1
H 6.6993 -7.1692 -1.8264 -0.3 0.1 -0.3
H 5.4032 -9.6849 0.5034 -0.3 -0.3 -0.3
H 6.6664 -10.8840 0.1304 -0.2 0.0 0.0
H 5.3927 -10.6426 -1.1018 -0.2 0.3 0.3
H 7.3137 -8.5892 1.0703 0.3 -0.5 0.2
H 7.6433 -7.2973 0.0891 0.2 0.0 -0.7
H 9.7611 -9.0535 0.8561 -0.2 0.1 0.0
H 9.6629 -7.9621 -0.5448 0.8 -0.5 -0.3
H 8.9534 -10.9975 -0.4687 0.0 0.1 0.3
H 10.0864 -10.1950 -1.5166 -0.3 0.0 -0.5
H 7.4994 -10.5708 -2.4036 -0.2 0.1 0.2
H 8.0822 -8.9237 -2.5638 0.6 -0.2 -0.2
C 6.6801 6.2473 -0.8101 -1.9 0.2 0.7
F 6.6978 5.3012 0.1925 0.7 1.5 -1.6
F 7.2711 7.3847 -0.4345 0.3 -0.8 0.1
F 7.2485 5.8019 -1.9381 0.0 -0.1 0.9
S 4.8331 6.5831 -1.1787 0.6 1.1 0.5
O 4.7086 7.4527 -2.3438 0.8 -0.6 1.3
O 4.3349 5.2468 -1.3130 0.0 -0.1 -0.2
N 4.3775 7.3530 0.3124 3.3 -1.3 -2.9
S 2.8741 7.1250 0.2902 -4.0 -1.3 2.2
O 2.2263 7.7373 -0.8443 -0.6 -0.1 0.3
O 2.4455 5.7468 0.6463 0.2 2.5 -0.1
C 2.4550 8.2585 1.8522 0.7 0.4 -3.5
F 2.6840 9.5875 1.4829 -0.7 -1.5 0.7
F 1.1714 8.0942 2.1784 0.5 0.3 0.4
F 3.2822 7.9832 2.8163 -0.1 -0.2 1.2
C -4.8755 0.9912 -5.3446 1.4 0.8 -3.4
F -6.1676 0.9637 -5.1806 -0.9 -0.3 0.7
F -4.1911 0.5722 -4.3493 0.5 0.0 2.9
F -4.5132 0.1168 -6.3248 -0.9 0.4 -0.4
S -4.3428 2.7101 -6.0136 0.3 0.4 -1.2
O -3.0347 2.4195 -6.6477 -2.5 0.4 1.7
O -5.4395 3.1590 -6.8790 1.4 -0.9 1.5
N -4.2922 3.6748 -4.5630 -2.9 -4.0 -2.2
S -3.1327 4.5889 -4.8115 4.8 4.7 -2.1
O -1.8747 4.0853 -4.2866 -0.8 0.7 0.5
O -2.9916 5.1896 -6.1673 -0.8 -0.8 2.1
C -3.6890 6.1470 -3.7924 1.0 -1.8 -0.7
F -4.9858 6.4566 -4.0560 1.5 0.6 0.0
F -3.6411 5.7754 -2.5047 0.0 0.7 0.3
F -2.7828 7.1532 -4.0194 -2.0 -1.0 0.4
C -2.1952 3.4074 8.1005 1.5 -0.6 1.3
F -2.1647 3.5863 6.8019 -0.2 0.3 -0.6
F -0.8724 3.5321 8.5512 -2.7 -0.1 -0.5
F -2.9683 4.3633 8.6822 0.9 -1.0 -0.5
S -2.9002 1.6236 8.4673 0.0 -0.2 -2.1
O -3.1639 1.6463 9.8681 0.2 0.0 0.4
O -4.1121 1.4725 7.6394 2.1 0.2 0.2
N -1.5903 0.6010 7.8996 -3.0 2.6 0.1
S -0.9451 0.1352 9.2519 1.9 -0.6 2.0
O -0.3968 1.2065 10.0742 -0.3 -1.2 -0.6
O -1.8061 -0.8601 9.8708 1.2 0.0 -0.1
C 0.7149 -0.7132 8.6116 -1.1 -0.7 1.5
F 1.6001 -0.8651 9.6011 -0.6 -0.2 0.8
F 0.4664 -1.9375 8.1201 -0.2 0.1 -0.2
F 1.3402 -0.0030 7.7393 0.2 1.2 -1.9
C 5.3077 -4.0605 3.3377 1.8 1.1 0.0
F 4.1039 -3.5749 3.0655 0.1 -0.5 0.2
F 5.4767 -4.2125 4.6779 -0.5 0.1 -1.4
F 5.5192 -5.2210 2.7361 -0.5 -0.4 0.1
S 6.6555 -2.8249 2.7337 1.5 0.8 0.1
O 6.2377 -1.5730 3.3240 -0.7 -1.0 -0.8
O 7.9694 -3.2875 3.1983 -2.2 -0.4 -0.8
N 6.5310 -2.9079 0.9492 -3.7 -1.7 4.6
S 7.7698 -2.1929 0.5276 6.1 2.7 -1.5
O 8.0593 -0.9390 1.2195 -0.2 -0.9 -0.6
O 8.9288 -3.1006 0.3791 -1.5 1.2 -0.7
C 7.3105 -1.5853 -1.2296 0.4 0.0 2.3
F 8.3360 -1.0840 -1.8885 0.6 0.6 0.0
F 6.9526 -2.6641 -1.8553 -1.3 -1.5 -1.6
F 6.3212 -0.6775 -1.2116 0.2 -0.4 -0.1
C -1.8269 -7.2597 2.3742 1.9 0.3 -4.1
F -2.9036 -6.7066 1.8076 -0.2 -0.5 0.5
F -1.0421 -6.2200 2.7219 -0.3 -0.8 1.0
F -2.1372 -8.1046 3.2925 -0.6 0.1 1.8
S -0.7589 -8.3417 1.0970 0.8 -1.2 1.0
O 0.2324 -7.5255 0.4464 -1.0 0.8 -0.5
O -0.0393 -9.2760 1.9544 -2.1 -0.2 -0.1
N -1.9868 -9.0556 0.1229 2.2 0.3 2.9
S -1.8429 -8.2859 -1.2097 1.4 -0.8 -4.6
O -1.9318 -6.8617 -1.0114 -0.5 0.3 -0.8
O -0.7875 -8.8171 -2.1357 -2.2 1.3 1.8
C -3.4426 -8.7722 -2.1836 1.7 -2.7 3.1
F -3.5552 -7.9619 -3.1592 -0.8 1.0 -1.5
F -3.3511 -10.0966 -2.6607 -0.5 2.3 0.7
F -4.4860 -8.7013 -1.3054 0.3 -0.1 -1.3
```
Forces are in eV/Å.

Calculated values
* energy above the lowest of the compared OMol25 structures with the same formula, charge and spin: 0.00 kcal/mol
* E_HOMO: -7.337 eV
* E_LUMO: -0.0579 Eh
* DFT total energy: -295627.6427 eV